Entry 1:
Molecular formula: C31H28N4O8STc
Method: DFT, ωB97M-V with the def2-TZVPD basis set

The value obtained for the highest occupied orbital energy (spin up / spin down) is 0.710 / -1.928 eV. The energy above the lowest of the compared OMol25 structures with the same formula, charge and spin comes out at 26.8 kJ/mol. Its spin multiplicity is 4. The charge is -2.

Cartesian coordinates (Å):
Tc -0.734 -0.445 0.260
C -4.077 1.270 -1.216
O -4.739 1.734 -0.047
C -4.178 1.560 1.201
C -4.753 2.354 2.189
C -4.289 2.290 3.500
C -3.244 1.446 3.813
C -2.644 0.626 2.836
C -1.616 -0.286 3.227
N -0.881 -0.917 2.323
N -0.147 -1.979 2.677
C 0.159 -2.705 1.614
O -0.366 -2.427 0.400
C 1.090 -3.798 1.728
C 1.793 -4.059 2.924
C 2.704 -5.090 2.995
C 2.960 -5.906 1.889
C 2.269 -5.662 0.706
C 1.349 -4.631 0.621
C -3.150 0.649 1.497
O -2.720 -0.177 0.541
H -3.026 1.559 -1.233
H -4.608 1.742 -2.047
H -4.130 0.186 -1.309
H -5.556 3.023 1.904
H -4.744 2.909 4.265
H -2.854 1.406 4.824
H -1.475 -0.531 4.277
H 1.611 -3.414 3.773
H 3.247 -5.259 3.919
H 3.688 -6.705 1.948
H 2.458 -6.284 -0.163
H 0.801 -4.453 -0.296
O 5.257 0.019 2.420
C 5.111 -0.569 1.305
O 5.995 -1.032 0.578
C 3.686 -0.715 0.808
C 3.334 -1.568 -0.215
N 2.027 -1.399 -0.450
N 1.477 -0.510 0.381
C 2.472 -0.077 1.158
C 2.193 0.961 2.202
O 3.169 1.235 3.026
O 1.114 1.511 2.247
H 4.055 0.715 2.799
H 3.943 -2.260 -0.769
H 1.375 -2.003 -0.937
O -1.014 1.822 0.160
S -0.162 3.048 0.364
C -0.934 4.182 -0.824
C -0.429 3.756 -2.194
C 1.080 3.613 -2.013
C 1.282 2.800 -0.734
H -0.616 5.196 -0.563
H -2.008 4.081 -0.671
H -0.685 4.479 -2.970
H -0.868 2.791 -2.464
H 1.533 4.603 -1.910
H 1.551 3.116 -2.862
H 2.196 3.026 -0.189
H 1.233 1.730 -0.928
C -0.678 -0.349 -1.575
C -0.653 -0.221 -2.952
C 0.577 -0.136 -3.687
C 0.581 0.029 -5.054
C -0.607 0.121 -5.787
C -1.820 0.039 -5.089
C -1.860 -0.123 -3.725
H 1.516 -0.190 -3.148
H 1.534 0.087 -5.570
H -0.590 0.249 -6.862
H -2.756 0.105 -5.635
H -2.807 -0.189 -3.208

For each atom in turn, the Mulliken charge in e is: number 1, Tc, carries 0.257; number 2, C, carries -0.562; number 3, O, carries -0.482; number 4, C, carries 0.625; number 5, C, carries -0.816; number 6, C, carries -0.409; number 7, C, carries -1.152; number 8, C, carries 0.939; number 9, C, carries -1.002; number 10, N, carries 1.004; number 11, N, carries -1.045; number 12, C, carries -0.115; number 13, O, carries -0.832; number 14, C, carries 1.065; number 15, C, carries -0.450; number 16, C, carries -0.550; number 17, C, carries -0.418; number 18, C, carries -0.661; number 19, C, carries -0.362; number 20, C, carries 0.977; number 21, O, carries -1.167; number 22, H, carries 0.111; number 23, H, carries 0.279; number 24, H, carries 0.291; number 25, H, carries 0.379; number 26, H, carries 0.340; number 27, H, carries 0.362; number 28, H, carries 0.254; number 29, H, carries 0.393; number 30, H, carries 0.346; number 31, H, carries 0.371; number 32, H, carries 0.356; number 33, H, carries 0.405; number 34, O, carries -0.798; number 35, C, carries 0.451; number 36, O, carries -0.735; number 37, C, carries 0.617; number 38, C, carries -0.984; number 39, N, carries -0.051; number 40, N, carries 0.787; number 41, C, carries -0.567; number 42, C, carries 0.142; number 43, O, carries -0.664; number 44, O, carries -0.475; number 45, H, carries 0.436; number 46, H, carries 0.500; number 47, H, carries 0.249; number 48, O, carries -0.164; number 49, S, carries 0.167; number 50, C, carries -0.796; number 51, C, carries -0.126; number 52, C, carries -0.917; number 53, C, carries 0.240; number 54, H, carries 0.456; number 55, H, carries 0.398; number 56, H, carries 0.443; number 57, H, carries -0.120; number 58, H, carries 0.321; number 59, H, carries 0.425; number 60, H, carries 0.613; number 61, H, carries -0.706; number 62, C, carries -0.058; number 63, C, carries 0.732; number 64, C, carries -0.388; number 65, C, carries -0.631; number 66, C, carries -0.537; number 67, C, carries -0.467; number 68, C, carries -0.484; number 69, H, carries 0.505; number 70, H, carries 0.355; number 71, H, carries 0.366; number 72, H, carries 0.353; number 73, H, carries 0.383

=====

Entry 2:
Molecular formula: C19H42NO2
Method: DFT, ωB97M-V with the def2-TZVPD basis set

The value obtained for the highest occupied orbital energy is -3.758 eV. Its spin multiplicity is 1. The charge is -1.

Cartesian coordinates (Å):
C 0.634 -1.898 6.872
C 1.751 -1.951 5.682
C 2.831 -0.811 6.022
C 3.256 0.103 4.774
C 4.146 1.321 5.331
N 2.134 0.496 3.877
C 1.126 1.375 4.551
C 1.373 2.958 4.385
O 2.367 3.516 3.813
O 0.374 3.804 4.880
H 1.113 -1.538 7.858
H 0.072 -2.884 6.996
H -0.105 -1.057 6.583
H 2.265 -2.983 5.773
H 1.242 -1.811 4.669
H 3.764 -1.255 6.519
H 2.363 -0.104 6.806
H 3.970 -0.546 4.131
H 3.585 1.798 6.211
H 5.153 0.860 5.672
H 4.405 2.081 4.511
H 2.559 1.059 3.114
H 0.964 1.165 5.658
H 0.113 1.154 4.037
C 1.246 -1.255 -3.069
C 2.051 -0.409 -2.093
C 1.829 -0.798 -0.630
C 0.397 -0.624 -0.118
C -0.174 0.791 -0.242
C 0.593 1.822 0.572
H 0.172 -1.132 -2.918
H 1.472 -0.960 -4.098
H 1.492 -2.315 -2.961
H 1.821 0.650 -2.247
H 3.115 -0.527 -2.325
H 2.513 -0.215 -0.005
H 2.120 -1.847 -0.494
H 0.369 -0.926 0.935
H -0.266 -1.318 -0.647
H -1.213 0.775 0.106
H -0.208 1.099 -1.292
H 0.606 1.557 1.632
H 0.118 2.802 0.477
H 1.626 1.922 0.230
C -4.335 0.169 -7.768
C -4.796 -0.450 -6.455
C -4.522 0.436 -5.239
C -3.044 0.732 -4.964
C -2.158 -0.499 -4.764
C -2.554 -1.336 -3.556
H -3.253 0.321 -7.785
H -4.590 -0.487 -8.604
H -4.822 1.133 -7.936
H -4.329 -1.432 -6.328
H -5.875 -0.630 -6.516
H -4.970 -0.032 -4.356
H -5.046 1.390 -5.370
H -2.980 1.364 -4.071
H -2.634 1.330 -5.785
H -1.125 -0.162 -4.629
H -2.161 -1.123 -5.664
H -2.518 -0.741 -2.640
H -1.865 -2.177 -3.440
H -3.561 -1.747 -3.663

For each atom in turn, the Mulliken charge in e is: number 1, C, carries -1.032; number 2, C, carries -0.197; number 3, C, carries -0.963; number 4, C, carries -0.039; number 5, C, carries -1.215; number 6, N, carries 0.045; number 7, C, carries -0.534; number 8, C, carries 0.476; number 9, O, carries -0.647; number 10, O, carries -0.829; number 11, H, carries 0.259; number 12, H, carries 0.342; number 13, H, carries 0.225; number 14, H, carries 0.341; number 15, H, carries 0.163; number 16, H, carries 0.362; number 17, H, carries 0.284; number 18, H, carries 0.277; number 19, H, carries 0.289; number 20, H, carries 0.418; number 21, H, carries 0.295; number 22, H, carries 0.242; number 23, H, carries 0.245; number 24, H, carries 0.213; number 25, C, carries -0.702; number 26, C, carries -0.479; number 27, C, carries -0.630; number 28, C, carries -0.585; number 29, C, carries -0.193; number 30, C, carries -1.114; number 31, H, carries -0.231; number 32, H, carries 0.408; number 33, H, carries 0.341; number 34, H, carries 0.226; number 35, H, carries 0.389; number 36, H, carries 0.225; number 37, H, carries 0.395; number 38, H, carries 0.324; number 39, H, carries 0.278; number 40, H, carries 0.380; number 41, H, carries 0.174; number 42, H, carries 0.047; number 43, H, carries 0.433; number 44, H, carries 0.268; number 45, C, carries -1.190; number 46, C, carries -0.343; number 47, C, carries -0.757; number 48, C, carries -0.768; number 49, C, carries 0.003; number 50, C, carries -1.268; number 51, H, carries 0.287; number 52, H, carries 0.373; number 53, H, carries 0.290; number 54, H, carries 0.241; number 55, H, carries 0.377; number 56, H, carries 0.298; number 57, H, carries 0.387; number 58, H, carries 0.357; number 59, H, carries 0.352; number 60, H, carries 0.151; number 61, H, carries 0.215; number 62, H, carries 0.233; number 63, H, carries 0.399; number 64, H, carries 0.395

=====

Entry 3:
Molecular formula: C17H19BN6O3Pd
Method: DFT, ωB97M-V with the def2-TZVPD basis set

The value obtained for the highest occupied orbital energy (spin up / spin down) is -20.858 / -20.763 eV. Its spin multiplicity is 5. The charge is +4.

Cartesian coordinates (Å):
C -0.630 -1.603 -2.518
N -0.945 -0.631 -1.635
N -2.126 -0.073 -2.016
C -2.556 -0.696 -3.142
C -1.632 -1.679 -3.498
B -2.801 1.161 -1.309
N -2.939 0.847 0.201
N -1.906 0.363 0.933
C -2.340 0.220 2.199
C -3.684 0.628 2.294
C -4.025 1.015 0.999
Pd 0.000 0.000 0.000
N -1.995 2.451 -1.537
N -0.692 2.583 -1.171
C -0.315 3.795 -1.598
C -1.375 4.470 -2.250
C -2.434 3.571 -2.187
H 0.705 4.141 -1.415
H -3.461 3.641 -2.546
H -1.375 5.467 -2.690
H -3.904 1.279 -1.800
H -4.957 1.396 0.583
H -3.489 -0.385 -3.609
H -4.321 0.629 3.177
H -1.679 -2.359 -4.347
H -1.674 -0.178 2.964
H 0.285 -2.177 -2.385
H 0.425 1.643 0.525
C 0.826 0.888 1.227
H 0.356 1.025 2.212
H 0.848 -0.430 1.113
H 1.921 0.953 1.271
O 2.571 -3.043 -1.134
C 3.197 -2.332 -0.176
C 3.797 -3.036 0.873
C 4.521 -2.361 1.854
C 4.660 -0.972 1.786
C 4.063 -0.256 0.744
C 3.299 -0.918 -0.230
C 2.679 -0.156 -1.336
O 3.396 -0.027 -2.428
O 1.361 -0.053 -1.455
H 2.289 -2.653 -1.968
H 3.718 -4.116 0.912
H 4.987 -2.916 2.657
H 5.235 -0.455 2.541
H 4.188 0.819 0.705

For each atom in turn, the Mulliken charge in e is: number 1, C, carries -0.011; number 2, N, carries 0.220; number 3, N, carries -0.073; number 4, C, carries 0.116; number 5, C, carries -0.982; number 6, B, carries 0.172; number 7, N, carries 0.193; number 8, N, carries -0.141; number 9, C, carries -0.077; number 10, C, carries -0.933; number 11, C, carries 0.147; number 12, Pd, carries 0.683; number 13, N, carries 0.227; number 14, N, carries -0.166; number 15, C, carries -0.130; number 16, C, carries -0.799; number 17, C, carries 0.086; number 18, H, carries 0.521; number 19, H, carries 0.482; number 20, H, carries 0.462; number 21, H, carries 0.032; number 22, H, carries 0.519; number 23, H, carries 0.512; number 24, H, carries 0.474; number 25, H, carries 0.472; number 26, H, carries 0.577; number 27, H, carries 0.395; number 28, H, carries 0.086; number 29, C, carries -0.593; number 30, H, carries 0.495; number 31, H, carries 0.380; number 32, H, carries 0.271; number 33, O, carries -0.508; number 34, C, carries 0.930; number 35, C, carries -0.556; number 36, C, carries -0.516; number 37, C, carries -0.683; number 38, C, carries -0.201; number 39, C, carries 0.507; number 40, C, carries -0.194; number 41, O, carries -0.477; number 42, O, carries -0.491; number 43, H, carries 0.406; number 44, H, carries 0.526; number 45, H, carries 0.475; number 46, H, carries 0.491; number 47, H, carries 0.672

=====

no.,electronic energy (Ha),molar mass (u)
1,-2498.03459,714.65
2,-954.36262,316.55
3,-1364.22749,472.61